[1]
# C4H8O3

A cluster of 2 separate species, C4H8O3 in total (ωB97M-V with the def2-TZVPD basis set, the Open Molecules 2025 dataset).

Geometry (Å):
1 C 0.1236 -0.5466 0.4034
2 H -0.6026 0.5677 -2.1676
3 H 0.5642 -0.1735 1.3246
4 O -1.9296 0.5922 0.6292
5 H -0.3103 -1.5370 0.5765
6 O 2.6533 0.3025 0.8874
7 H -1.4932 1.9579 -1.4468
8 O 1.1900 -0.6938 -0.5500
9 H 0.2762 1.7662 -1.2184
10 C -0.6817 1.2407 -1.3080
11 C 2.4010 -0.2575 -0.1464
12 H 3.1447 -0.5020 -0.9178
13 H -2.2281 -1.2360 1.8540
14 H -2.1620 -1.9202 2.1412
15 C -0.9453 0.4393 -0.0613

Frontier orbital gap: 10.82 eV
SMILES: CC(=O)COC=O.[H][H]
LUMO energy: 0.7 eV
Energy above the lowest of the compared OMol25 structures with the same formula, charge and spin: 191.41 kJ/mol

---

[2]
# C6H12O

A cluster of 2 separate species, C6H12O in total (ωB97M-V with the def2-TZVPD basis set, the Open Molecules 2025 dataset).

Geometry (Å):
1 C -1.9510 2.1567 -0.5428
2 C 2.2121 -0.3586 -0.1068
3 H -3.0278 2.2835 -0.5986
4 C -0.0481 0.6155 -0.0037
5 H 0.5856 -2.4040 -0.7599
6 H -0.0770 -0.7210 2.8692
7 H -1.2254 0.2392 2.7400
8 H 2.9135 0.2462 -0.6890
9 H -0.8128 -1.5781 -1.3385
10 H 2.6173 -1.3625 -0.2553
11 H -1.5056 3.1320 -0.3347
12 O -0.9870 -0.5866 3.1382
13 H -1.6683 0.2215 -1.2847
14 H 2.2495 -0.1698 0.9665
15 C -1.2785 0.9684 -0.5960
16 H 0.2623 0.8801 1.0072
17 H 0.6782 -1.7075 -2.3176
18 C 0.7916 -0.3551 -0.5675
19 C 0.2715 -1.5000 -1.3260

2S+1: 2
Frontier orbital gap (alpha / beta): 8.75 / 7.48 eV
Charge: +1
LUMO energy (alpha / beta): -5.4 / -7.4 eV
Energy above the lowest of the compared OMol25 structures with the same formula, charge and spin: 112.44 kJ/mol

---

[3]
# C36H35F5N3O3PS5Y

A structure of composition C36H35F5N3O3PS5Y (ωB97M-V with the def2-TZVPD basis set, the Open Molecules 2025 dataset).

Geometry (Å):
1 H 1.8628 0.0938 -2.1534
2 S 0.8827 2.8553 -0.2174
3 N -2.0654 -1.0802 -2.3882
4 C -5.0581 0.9977 2.8503
5 N -1.1527 2.6850 -3.1383
6 H 2.8055 -4.7285 -0.4831
7 C 2.0163 -3.2754 0.9040
8 C 4.3204 -1.8127 -0.7777
9 H 3.8391 1.2262 -3.1155
10 H 2.8827 -5.8429 3.6418
11 H -3.7752 4.6342 -2.5695
12 C -1.1508 -4.5306 -2.0534
13 C 2.9260 -5.4082 1.5427
14 H -3.0782 5.5016 -4.7712
15 C 5.2504 -0.0751 -2.1533
16 C -5.3640 0.7748 4.1827
17 O 0.7313 -0.9780 0.2481
18 H -1.9272 -5.1978 -1.7019
19 C -1.4240 4.1317 -4.9740
20 C -2.5251 4.6944 -4.3089
21 H -1.2496 1.3424 4.0879
22 H 4.4616 -2.6527 -0.1102
23 H -0.6559 1.8862 -2.7051
24 H 0.2397 -3.3997 -4.9334
25 C 2.6412 -5.1203 2.8735
26 C 0.8765 -2.8520 -2.9647
27 S -1.5365 2.7041 2.2204
28 C -2.2153 3.1703 -2.4645
29 C 2.0380 -3.9209 3.2174
30 H 1.1192 1.6553 4.6675
31 C 0.6565 -3.0032 -1.6006
32 C 2.3083 2.8699 0.9125
33 C -0.9983 -0.3240 -2.8362
34 C -0.6290 4.2212 1.7803
35 C -3.0978 -0.4499 3.0304
36 C -0.3567 -3.8551 -1.1439
37 C 3.9715 0.3767 -2.4578
38 C 3.0386 -1.3645 -1.0840
39 H 0.0790 2.5866 -4.7819
40 H 1.8005 -3.7070 4.2509
41 C 2.6070 -4.4918 0.5565
42 P 1.5682 -2.0883 -0.3564
43 F -2.6798 -1.4323 5.1360
44 H 3.3854 -6.3505 1.2761
45 H 6.1136 0.4257 -2.5717
46 C 0.0760 -3.5330 -3.8731
47 C 2.8628 -0.2601 -1.9246
48 H 0.5880 5.1675 0.2925
49 C -3.4400 -0.6531 4.3643
50 S -1.6812 -1.1735 2.2952
51 C 2.5787 1.5338 1.5899
52 O -0.6940 -0.3258 -4.0172
53 H -0.5094 -3.9982 -0.0791
54 H -3.3295 -0.9154 -0.8604
55 F -5.8204 1.7968 2.1087
56 H 0.1557 4.3496 2.5242
57 F -4.8370 -0.2662 6.2183
58 F -3.6489 0.6351 1.0114
59 H -2.4008 -1.8141 -2.9919
60 C -0.7615 3.1145 -4.3558
61 C -0.0534 4.2876 0.3685
62 H 3.4103 1.6438 2.2877
63 C -2.9187 4.2230 -3.0826
64 C -0.7337 2.2539 3.7806
65 H -2.1599 -2.0576 -0.6327
66 C 5.4250 -1.1656 -1.3148
67 H 1.6566 -2.1954 -3.3261
68 H 6.4207 -1.5129 -1.0740
69 C -4.5506 -0.0542 4.9370
70 H 3.1872 3.1602 0.3366
71 H 2.1326 3.6557 1.6464
72 O -0.4165 0.3999 -1.9175
73 C 1.7237 -2.9920 2.2346
74 H -1.3173 5.0578 1.9000
75 F -6.4252 1.3576 4.7307
76 H -0.9546 3.0243 4.5202
77 C -3.9455 0.3843 2.3161
78 H -1.1112 4.4740 -5.9482
79 S 1.1721 0.7797 2.4361
80 H -1.5497 -4.9019 -4.1300
81 S -2.7139 2.5253 -0.9510
82 H 2.8759 0.7885 0.8490
83 C -0.9332 -4.3664 -3.4195
84 N -2.3494 -1.1339 -1.0170
85 Y -0.9530 0.5272 0.2783
86 H 1.2401 -2.0605 2.4974
87 H -0.8554 4.4011 -0.3573
88 H 1.3074 2.9349 3.4873
89 C 0.7687 2.0124 3.6991

Frontier orbital gap: 7.87 eV
Charge: +1
LUMO energy: -2.2 eV
Energy above the lowest of the compared OMol25 structures with the same formula, charge and spin: 0.00 kJ/mol

---

[4]
# C6H14N2

A cluster of 3 separate species, C6H14N2 in total (ωB97M-V with the def2-TZVPD basis set, the Open Molecules 2025 dataset).

Geometry (Å):
1 C 0.5362 -2.6633 2.1681
2 H 0.9482 2.5968 0.0877
3 N -1.3036 -0.3265 1.7341
4 H -2.2032 0.9147 0.1698
5 H 1.2127 0.8735 -1.6668
6 H -0.7644 -0.2548 -2.6623
7 C 0.1979 2.4473 -0.6885
8 H 0.2345 -3.3801 1.4063
9 H 1.3480 -3.0962 2.7569
10 H 1.2542 -0.5856 2.2609
11 H -0.2988 -2.4846 2.8393
12 C -0.8009 0.7737 -2.3045
13 H -0.6197 1.4260 -3.1627
14 H 0.5488 0.0587 -0.4067
15 C 0.2267 1.0180 -1.2095
16 H -1.8185 0.9950 -1.9772
17 H 1.1083 -1.9631 -0.2693
18 C -1.6335 0.2828 0.8115
19 H -0.7804 2.7270 -0.2927
20 H 0.4072 3.1598 -1.4915
21 C 0.9789 -1.3732 1.5667
22 N 1.2214 -1.1463 0.3307

Frontier orbital gap: 9.69 eV
SMILES: [H]/N=C\C.C#N.CCC
LUMO energy: 1.1 eV
Energy above the lowest of the compared OMol25 structures with the same formula, charge and spin: 286.67 kJ/mol

---

[5]
# C5H14

A cluster of 2 separate species, C5H14 in total (ωB97M-V with the def2-TZVPD basis set, the Open Molecules 2025 dataset).

Geometry (Å):
1 H 2.5893 -0.2485 1.4243
2 H -2.5821 0.1500 0.0227
3 H -0.6232 0.1674 -3.0112
4 H -2.7964 1.4883 -1.0769
5 H -2.0234 1.7734 0.5189
6 H 0.7514 1.0252 -2.4130
7 H -0.6550 1.9605 -2.7807
8 H -0.0631 1.3864 -0.3215
9 H 2.3999 -0.9257 2.9521
10 H 0.4092 -0.9865 0.7542
11 C 2.2660 -1.1774 1.9042
12 C 0.8142 -1.5923 1.5567
13 H 0.8738 -2.6018 1.1526
14 C -0.7286 0.7375 -0.9132
15 C -0.3529 0.9970 -2.3697
16 H 2.9243 -1.9930 1.6082
17 C -2.1262 1.0804 -0.3193
18 H -0.4038 -0.2615 -0.6687
19 H 0.1904 -1.4418 2.4391

2S+1: 2
Frontier orbital gap (alpha / beta): 2.66 / 11.42 eV
Charge: -1
LUMO energy (alpha / beta): 4.2 / 4.2 eV
Energy above the lowest of the compared OMol25 structures with the same formula, charge and spin: 56.80 kJ/mol

---

[6]
# C4H6O2

A cluster of 2 separate species, C4H6O2 in total (ωB97M-V with the def2-TZVPD basis set, the Open Molecules 2025 dataset).

Geometry (Å):
1 H -0.6026 0.3829 -1.5221
2 O 0.7187 -1.8312 -0.9826
3 O 2.4409 -1.2292 0.4682
4 C -1.5290 0.1172 0.4753
5 C -0.4267 0.5452 -0.4587
6 H 1.5094 1.3169 -0.7894
7 H -1.1425 -0.3957 1.3663
8 H -2.2528 -0.5441 -0.0152
9 C 1.5916 -1.5623 -0.2583
10 H 1.0134 1.1168 0.9819
11 H -2.0544 1.0203 0.8039
12 C 0.7340 1.0633 -0.0693

Frontier orbital gap: 10.38 eV
SMILES: O=C=O.C=CC
LUMO energy: 0.7 eV
Energy above the lowest of the compared OMol25 structures with the same formula, charge and spin: 34.84 kJ/mol

---

[7]
# C22H33N9OSScSiTe

A structure of composition C22H33N9OSScSiTe (ωB97M-V with the def2-TZVPD basis set, the Open Molecules 2025 dataset).

Geometry (Å):
1 C 0.5678 1.7918 2.7404
2 C 0.8102 4.1234 -2.6417
3 N -2.9247 2.0107 2.8551
4 H 4.4125 -4.5182 0.8959
5 C 4.0123 -2.0603 -1.3995
6 C 3.9973 -3.6675 0.3762
7 N 2.5827 2.5066 3.8245
8 C -3.5325 0.0895 -2.9027
9 H -3.7944 2.3630 3.2140
10 H -1.0935 -2.6769 -1.5195
11 C 2.5794 1.2823 1.7404
12 H -3.6088 -1.9417 3.1048
13 H 1.9901 3.5497 0.3797
14 H 2.3786 -3.3349 1.7852
15 H -3.5207 0.7805 1.2205
16 H -3.3601 -2.5172 -1.8294
17 H -2.9944 -3.5378 3.5821
18 N -0.4088 1.9567 -0.9917
19 Si -0.0398 3.6607 -1.0454
20 C 1.0805 4.1507 0.3385
21 H 4.3067 1.9537 2.7473
22 C -1.4219 1.4220 -1.6963
23 H 3.1352 0.8395 0.9241
24 C -3.0558 1.2845 -3.4569
25 C 2.8658 -1.4221 -0.8766
26 H -1.4186 5.6359 -0.5214
27 C -2.9086 -0.4094 -1.7823
28 N 2.3435 -1.9792 0.2500
29 H -3.5139 1.6837 -4.3543
30 N -0.2389 -2.1342 -1.5680
31 H -4.3728 -0.4384 -3.3326
32 H 1.7195 3.5290 -2.7682
33 H 1.0993 5.1782 -2.6034
34 C -0.7581 -4.1505 1.2390
35 H -0.2381 -1.6319 -2.4495
36 H 0.7019 2.8679 4.5765
37 C -0.8560 1.7512 2.6747
38 H -1.6198 -4.4339 0.6360
39 H 5.4466 -3.6206 -1.2235
40 N -1.4390 0.9843 1.6839
41 H -0.5759 -4.8952 2.0089
42 H -1.6213 2.8611 -3.3042
43 H 1.3684 5.1953 0.1803
44 Sc 0.0078 0.1161 0.1081
45 S 2.1522 -0.0264 -1.5502
46 H -3.6343 -3.2746 1.9310
47 H 4.4383 -1.6352 -2.2970
48 C -3.4114 -1.6732 -1.1370
49 C 1.2703 2.4211 3.7645
50 N 1.2170 1.1946 1.6621
51 C 3.2255 1.9050 2.7548
52 Te -1.1421 -2.2698 2.1249
53 H -4.4615 -1.5610 -0.8601
54 H 0.1964 3.9809 -3.5337
55 C -1.6343 4.6295 -0.8905
56 C -3.0850 -2.8324 2.7607
57 N -1.8748 0.2282 -1.2028
58 C 4.5666 -3.1569 -0.7974
59 N -1.7476 2.4045 3.4133
60 H 0.1173 -4.0540 0.6003
61 C -2.0114 1.9493 -2.8774
62 C 2.8903 -3.0506 0.8785
63 H -2.2968 4.1447 -0.1662
64 H 0.5916 4.0813 1.3121
65 O 1.2773 -1.4417 0.8207
66 H 0.5364 -2.7867 -1.6088
67 H -2.1836 4.7289 -1.8286
68 C -2.7325 1.1992 1.8263
69 H -2.8388 -1.9065 -0.2411

2S+1: 2
Frontier orbital gap (alpha / beta): 4.95 / 7.66 eV
LUMO energy (alpha / beta): 0.1 / 0.1 eV
Energy above the lowest of the compared OMol25 structures with the same formula, charge and spin: 64.69 kJ/mol

---

[8]
# C10H10P2

The molecule C10H10P2 (ωB97M-V with the def2-TZVPD basis set, the Open Molecules 2025 dataset).

Geometry (Å):
1 C -0.7384 2.3199 0.7346
2 H 0.3080 2.6140 0.6948
3 C -1.6856 1.9847 1.6419
4 C 1.2541 -1.5161 -1.1988
5 H -3.5503 1.8247 -1.1001
6 H 3.5735 -1.0555 -1.6463
7 C -2.9414 1.6807 0.9774
8 P 0.4710 -0.0718 -0.2573
9 C -1.4174 2.3383 -0.6241
10 H -1.5291 1.8945 2.6809
11 C -2.7795 1.9374 -0.3839
12 C 1.8945 -2.7287 0.7218
13 H -3.8933 1.2295 1.3369
14 H 1.6830 -3.4149 1.6258
15 H -0.1403 -2.9994 0.0466
16 H -1.3558 3.3261 -1.1280
17 P -0.8333 0.5368 -1.6971
18 C 2.8101 -1.5014 -0.9966
19 C 3.0630 -2.1077 0.2178
20 H 4.0244 -2.1680 0.7578
21 H 0.9063 -1.5662 -2.2331
22 C 0.8766 -2.5566 -0.1712

Frontier orbital gap: 7.36 eV
LUMO energy: -0.5 eV
Energy above the lowest of the compared OMol25 structures with the same formula, charge and spin: 11.11 kJ/mol

---

[9]
# C30H27N9ReSSe

A structure of composition C30H27N9ReSSe (ωB97M-V with the def2-TZVPD basis set, the Open Molecules 2025 dataset).

Geometry (Å):
1 H 3.2942 0.9781 2.9845
2 H -1.8290 6.1546 1.9288
3 C -1.5781 -2.2515 1.6780
4 C -1.5467 2.9880 0.7140
5 C -0.2831 1.6295 -4.6254
6 N 1.8769 0.2929 -1.2860
7 H 3.6991 -0.2832 -0.4801
8 C -0.9744 1.1753 -3.4270
9 C 0.3825 3.6592 1.9852
10 N 0.5423 1.5408 1.1640
11 H -1.0507 -3.5267 -1.1306
12 N -0.4186 -1.4181 1.6399
13 C 0.1767 -1.5729 2.8554
14 H -2.1196 2.2783 0.1423
15 C 3.3135 1.0316 -3.5583
16 H -0.6240 -2.4726 -2.5248
17 C -1.3744 5.1909 1.7430
18 N 2.1099 -0.4749 1.9165
19 C -2.6572 -3.6757 3.3555
20 C -2.9268 0.6958 -2.1162
21 C -0.2856 2.7025 1.2242
22 C -0.2627 -3.2023 -1.8025
23 C 1.2358 0.7404 -2.4061
24 C 1.4208 -3.7406 0.3450
25 C 1.6543 1.8556 1.8877
26 C -0.2065 0.7464 -2.3515
27 C -3.5848 -3.3870 1.1302
28 C -2.3695 1.1337 -3.3011
29 C 1.4220 -0.8435 3.1931
30 C 2.7540 0.8669 2.0424
31 C -2.0712 4.2396 0.9842
32 H 2.3146 3.5212 2.9300
33 H 1.1672 0.0734 3.7321
34 H 2.3010 -3.4710 0.9257
35 N -0.5105 -2.3692 3.6373
36 H -3.9992 0.6677 -1.9773
37 H 2.8436 -1.1594 1.7467
38 H 1.6499 -4.6575 -0.1975
39 C -1.6423 -2.8279 2.9431
40 H 0.4148 5.6421 2.8595
41 C -0.1262 4.9167 2.2665
42 C 1.1388 1.6063 -4.6881
43 H -2.9861 1.4570 -4.1320
44 Se 0.3434 2.4756 -6.8788
45 H 2.0761 -1.4304 3.8404
46 H 0.1605 -4.0515 -2.3380
47 C -3.6366 -3.9414 2.4172
48 N 1.5914 3.0674 2.3814
49 H -4.4581 -4.5946 2.6791
50 H -0.2850 -2.5917 4.6014
51 H -3.0522 4.4925 0.6055
52 C 3.2158 0.1579 -1.3401
53 H -2.6900 -4.1035 4.3488
54 H -2.5429 -2.1487 -0.2681
55 C 1.9177 1.1336 -3.5521
56 C -2.0966 0.3062 -1.0748
57 N -0.7584 0.2982 -1.1869
58 H -2.5022 0.0014 -0.1207
59 H 3.8618 1.3265 -4.4460
60 H 3.4755 0.9825 1.2347
61 N -0.9083 2.0627 -5.6970
62 S 1.1120 -2.4618 -0.8899
63 H 0.5473 -3.8915 0.9775
64 N 1.6806 2.0193 -5.8118
65 H 5.0344 0.3953 -2.4326
66 H -4.3686 -3.6322 0.4261
67 C -2.5633 -2.5385 0.7377
68 C 3.9606 0.5229 -2.4465
69 Re 0.6004 -0.3070 0.2832

2S+1: 2
Frontier orbital gap (alpha / beta): 4.63 / 5.02 eV
Charge: +4
LUMO energy (alpha / beta): -14.2 / -13.8 eV
Energy above the lowest of the compared OMol25 structures with the same formula, charge and spin: 0.00 kJ/mol

---

[10]
# C9H18GaILiO3P

A structure of composition C9H18GaILiO3P (ωB97M-V with the def2-TZVPD basis set, the Open Molecules 2025 dataset).

Geometry (Å):
1 H -2.6948 -1.2904 -0.7360
2 C 0.3566 -0.3004 -0.9466
3 H 0.2757 -2.9221 3.4695
4 C 3.0594 1.6318 1.0095
5 H 1.2891 2.6576 -2.7427
6 Ga 3.0565 1.7259 -1.0536
7 C -3.1245 -0.5551 0.0162
8 H -0.1223 -4.1947 2.2018
9 O -0.8268 -1.4156 1.4326
10 C 0.5350 -3.3014 2.4423
11 H 1.6084 -3.6539 2.4188
12 H -0.8117 1.1989 -2.0288
13 I 4.1492 -0.4492 -1.9713
14 C 0.4022 -2.1867 1.3371
15 H -0.1035 -1.2313 -1.4190
16 C 0.2703 0.8407 -2.0373
17 C 2.9426 1.9875 2.1791
18 H 0.6388 2.8671 -1.0716
19 O -0.0868 1.1005 1.4752
20 H -4.3341 0.4406 -1.6235
21 H -3.3197 -1.0720 1.0042
22 H 0.4237 0.4382 -3.0864
23 P -0.6539 0.0433 0.5878
24 H 2.6087 2.3247 3.1908
25 H 1.2576 -1.4449 1.4432
26 C -4.4704 0.0216 -0.5837
27 H 0.4423 -2.7218 0.3348
28 Li 3.0174 4.5212 -0.8626
29 H -5.1973 -0.8464 -0.6995
30 H -4.9543 0.7376 0.1338
31 C 1.1672 2.1150 -1.7467
32 O -2.1976 0.5601 0.1185
33 H 3.9983 2.9679 -1.5373
34 H 1.3989 -0.5945 -0.6485

Frontier orbital gap: 6.91 eV
LUMO energy: -1.6 eV
Energy above the lowest of the compared OMol25 structures with the same formula, charge and spin: 0.00 kJ/mol